{"formula": "C2H3BCl2O2", "method": "the ωB97M-V functional and the def2-TZVPD basis", "symbols": ["B", "C", "C", "O", "O", "Cl", "Cl", "H", "H", "H"], "xyz": [[0.21681, -0.25353, 0.40293], [-0.45553, 0.15923, 1.73902], [-0.96585, -0.24338, 2.85738], [-0.22483, 0.23949, -0.75868], [1.18527, -1.23931, 0.43570], [-1.68413, 0.83768, 4.03091], [-1.03927, -1.81747, 3.30943], [-0.63658, 1.88161, 1.97428], [0.34495, 0.16432, -1.43756], [1.23340, -1.76000, -0.39436]], "forces_ev_per_angstrom": [[0.3, -1.5, 0.9], [0.1, 5.9, -0.4], [-0.5, 1.5, 0.6], [-3.3, 1.4, 2.8], [-0.1, -0.4, -0.4], [0.1, -0.2, 0.1], [-0.1, -2.6, 0.7], [0.6, -4.2, -1.2], [2.9, -0.5, -3.8], [0.2, 0.6, 0.7]], "nbo_charge": [1.067, -0.417, -0.156, -0.856, -0.886, 0.024, 0.096, 0.153, 0.483, 0.492], "de_lowest_kj_mol": 256.8, "largest_force_ev_per_a": 5.89, "lumo_ev": 0.0, "energy_ha": -1173.6999, "e_homo_ev": -9.77, "total_charge": 0, "orbital_gap_ev": 9.81}

=====

{"formula": "C24H11ClF5N3O8PtS", "method": "the ωB97M-V functional and the def2-TZVPD basis", "symbols": ["Pt", "O", "C", "O", "C", "C", "C", "C", "C", "N", "C", "O", "O", "H", "H", "H", "H", "H", "O", "C", "O", "C", "C", "Cl", "N", "N", "C", "C", "O", "O", "C", "C", "C", "C", "C", "C", "H", "H", "H", "H", "H", "H", "F", "C", "C", "F", "C", "F", "C", "S", "C", "F", "C", "F"], "xyz": [[0.69381, 0.52802, 0.51822], [-2.25226, 1.60137, 3.46512], [-1.30859, 2.09729, 2.67877], [-1.45402, 2.78600, 1.71312], [0.07576, 1.78506, 3.21060], [0.40267, 2.10912, 4.52722], [1.71513, 2.04215, 4.94132], [2.69335, 1.67651, 4.01933], [2.30064, 1.34028, 2.74494], [1.00338, 1.35608, 2.35529], [3.21436, 0.98892, 1.62700], [4.50922, 1.00979, 1.74532], [2.73749, 0.69234, 0.52768], [-3.12089, 1.86710, 3.11845], [-0.38473, 2.42069, 5.19902], [1.98638, 2.29216, 5.95757], [3.73339, 1.65927, 4.31769], [4.81891, 1.28684, 2.61930], [-3.36505, -2.16048, -2.26881], [-2.25566, -2.28196, -2.98095], [-2.15239, -3.16634, -3.81004], [-1.11575, -1.43976, -2.58052], [0.15133, -1.40219, -3.16919], [0.69753, -2.04444, -4.62266], [0.97685, -0.71879, -2.35159], [0.29081, -0.31597, -1.26400], [-0.95699, -0.71807, -1.39268], [-1.85641, -0.38681, -0.24804], [-3.03816, -0.69470, -0.25587], [-1.26389, 0.25677, 0.69807], [2.35619, -0.35781, -2.54340], [2.65627, 0.95730, -2.85805], [3.98756, 1.30730, -3.02203], [4.98142, 0.34848, -2.87814], [4.65618, -0.96580, -2.56716], [3.33072, -1.33025, -2.39258], [-3.32593, -1.44788, -1.53958], [1.86664, 1.68735, -2.98346], [4.24488, 2.32654, -3.27528], [6.01757, 0.62511, -3.01801], [5.43371, -1.70986, -2.46424], [3.05985, -2.34914, -2.14923], [-4.03844, -7.30412, -1.87716], [-4.25302, -6.11642, -2.30721], [-3.83735, -5.10452, -3.30456], [-4.38958, -4.92344, -4.48630], [-2.42483, -4.95069, -3.01770], [-1.51216, -5.37103, -3.78862], [-2.17781, -4.62496, -1.61984], [-0.75342, -4.23489, -0.95171], [-3.50838, -4.59100, -1.05091], [-3.70082, -4.72816, 0.22317], [-4.58760, -4.73373, -1.98916], [-5.77241, -4.13936, -1.98941]], "forces_ev_per_angstrom": [[0.4, 0.3, 0.1], [0.0, 0.0, 0.0], [0.1, 0.1, -0.1], [0.0, 0.0, 0.1], [0.0, 0.0, 0.0], [0.0, 0.0, 0.0], [0.0, 0.0, 0.0], [0.0, 0.0, 0.0], [-0.1, 0.0, 0.0], [0.0, 0.0, 0.0], [0.0, 0.0, -0.1], [0.0, 0.0, 0.0], [0.0, 0.0, 0.0], [0.0, 0.0, 0.0], [0.0, 0.0, 0.0], [0.0, 0.0, 0.0], [0.0, 0.0, 0.0], [0.0, 0.0, 0.0], [0.6, 0.0, -1.1], [-0.7, 1.4, 1.7], [0.0, -0.1, -0.7], [0.0, -0.1, -0.4], [0.1, 0.0, 0.0], [0.0, 0.0, 0.1], [-0.1, 0.0, 0.0], [0.0, 0.0, 0.0], [-0.2, -0.1, 0.0], [0.1, 0.2, 0.0], [0.0, 0.1, 0.0], [-0.2, -0.2, 0.0], [0.1, 0.0, 0.0], [0.0, 0.0, 0.0], [0.0, 0.0, 0.0], [0.0, 0.0, 0.0], [0.0, 0.0, 0.0], [0.0, 0.0, 0.0], [0.0, -0.1, 0.3], [0.0, 0.0, 0.0], [0.0, 0.0, 0.0], [0.0, 0.0, 0.0], [0.0, 0.0, 0.0], [0.0, 0.0, 0.0], [0.0, -0.3, 0.1], [-0.5, 0.9, 0.2], [0.0, -1.1, 0.7], [0.1, 0.0, 0.1], [0.3, 1.8, -1.4], [0.3, -1.2, 0.1], [-0.1, 0.3, 0.7], [-0.2, -0.5, 0.0], [0.3, -0.8, 0.1], [0.0, 0.1, -0.1], [-0.7, -0.8, -0.3], [0.5, 0.1, 0.0]], "nbo_charge": [0.962, -0.648, 0.763, -0.516, 0.153, -0.158, -0.115, -0.171, 0.054, -0.399, 0.807, -0.575, -0.554, 0.523, 0.271, 0.264, 0.239, 0.517, -0.665, 0.852, -0.570, -0.285, 0.211, 0.186, -0.166, -0.256, 0.092, 0.791, -0.597, -0.653, 0.144, -0.224, -0.187, -0.171, -0.178, -0.226, 0.521, 0.237, 0.241, 0.240, 0.238, 0.234, -0.197, 0.432, 0.212, -0.226, 0.674, -0.200, -0.361, 0.169, 0.472, -0.221, 0.250, -0.231], "de_lowest_kj_mol": 213.2, "largest_force_ev_per_a": 2.31, "lumo_ev": [-7.7, -7.7], "energy_ha": -3163.6941, "e_homo_ev": [-14.51, -14.51], "total_charge": 2, "orbital_gap_ev": [6.82, 6.82]}

=====

{"formula": "C19H19ClFeN5O5S2", "method": "the ωB97M-V functional and the def2-TZVPD basis", "symbols": ["Fe", "O", "N", "C", "C", "C", "C", "C", "S", "H", "H", "H", "H", "N", "N", "C", "O", "O", "H", "H", "H", "C", "C", "C", "C", "N", "C", "S", "N", "C", "H", "H", "H", "H", "H", "H", "H", "H", "Cl", "C", "C", "C", "C", "C", "C", "C", "O", "O", "H", "H", "H", "H"], "xyz": [[-0.17570, -0.57288, -1.27153], [-0.74543, 1.42299, -1.46730], [-1.91422, 1.69296, -2.04154], [-2.40073, 2.93634, -1.83311], [-3.58130, 3.35892, -2.37305], [-4.30272, 2.45485, -3.16301], [-3.80885, 1.19546, -3.35853], [-2.58580, 0.75865, -2.79288], [-1.99303, -0.81380, -3.01078], [-1.76591, 3.53783, -1.20064], [-3.93218, 4.36024, -2.17252], [-5.24510, 2.74433, -3.61003], [-4.34353, 0.46960, -3.95372], [0.50289, -2.71860, -1.37804], [-0.30391, -3.45217, -0.49977], [-1.24827, -2.77813, 0.31675], [-1.70450, -3.41854, 1.26485], [-1.50989, -1.58903, -0.04016], [0.41029, -3.04077, -2.33397], [1.48470, -2.73585, -1.12181], [-0.01041, -4.36533, -0.20024], [3.15809, 2.42510, 0.69821], [3.34423, 1.14807, -0.04097], [4.03760, 0.07852, 0.44947], [3.96474, -1.12038, -0.26537], [3.29818, -1.25344, -1.40194], [2.63454, -0.19516, -1.89736], [1.62150, -0.24802, -3.24888], [2.73291, 1.00430, -1.22971], [4.58629, -2.36300, 0.29092], [4.09217, 2.74543, 1.15668], [2.43894, 2.21802, 1.49616], [2.77845, 3.21644, 0.05266], [4.51189, 0.13222, 1.41638], [2.11610, 1.72992, -1.57441], [5.46461, -2.13767, 0.89438], [4.84488, -3.04833, -0.51309], [3.85229, -2.84901, 0.93907], [-4.68507, -0.30829, 4.34371], [-3.11191, -0.20545, 3.58075], [-1.98244, -0.40205, 4.34636], [-0.74713, -0.28489, 3.72307], [-0.64879, 0.00881, 2.37177], [-1.80552, 0.16130, 1.60640], [-3.03929, 0.11011, 2.23352], [0.74356, 0.01763, 1.75612], [1.71474, 0.19172, 2.50836], [0.84295, -0.16927, 0.49845], [-2.06783, -0.64631, 5.39626], [0.17053, -0.42712, 4.27791], [-1.73818, 0.75717, 0.70613], [-3.94942, 0.26656, 1.67002]], "forces_ev_per_angstrom": [[-0.9, -0.2, 0.3], [0.0, -0.1, 0.0], [0.0, -0.1, -0.1], [0.0, 0.0, 0.0], [0.0, 0.0, 0.0], [0.0, 0.0, 0.0], [0.0, 0.0, 0.0], [0.0, 0.0, 0.0], [0.1, 0.2, -0.2], [0.0, 0.0, 0.0], [0.0, 0.0, 0.0], [0.0, 0.0, 0.0], [0.0, 0.0, 0.0], [0.1, 0.0, 0.1], [-0.2, 0.0, -0.2], [0.2, -0.3, 0.3], [-0.1, 0.1, -0.3], [0.0, -0.2, -0.4], [0.0, 0.0, 0.0], [0.0, 0.0, 0.0], [0.1, 0.0, 0.1], [0.0, 0.0, 0.0], [0.0, 0.0, 0.0], [0.0, 0.0, 0.0], [0.0, 0.1, 0.1], [0.0, 0.0, -0.1], [0.1, 0.1, 0.1], [0.1, -0.1, 0.0], [0.0, -0.1, 0.0], [0.0, 0.0, 0.0], [0.0, 0.0, 0.0], [0.0, 0.0, 0.0], [0.0, 0.0, 0.0], [0.0, 0.0, 0.0], [0.0, 0.0, 0.0], [0.0, 0.0, 0.0], [0.0, 0.0, 0.0], [0.0, 0.0, 0.0], [0.0, 0.0, 0.0], [-0.1, 0.0, -0.2], [0.2, 0.0, 0.0], [-0.1, -0.2, 0.0], [0.4, -0.5, -0.2], [0.1, 2.1, 1.0], [-0.3, -0.4, 0.1], [-0.2, 0.2, 0.1], [0.0, 0.1, 0.0], [0.2, 0.1, -0.1], [0.0, 0.0, 0.0], [0.0, 0.0, 0.0], [0.1, -0.9, -0.6], [0.0, 0.1, 0.0]], "lowdin_spin": [3.706, 0.044, 0.001, 0.002, 0.001, 0.001, 0.003, 0.006, 0.041, 0.000, 0.000, 0.000, 0.001, 0.026, 0.002, 0.007, 0.006, 0.059, 0.001, 0.000, 0.001, 0.000, 0.000, 0.005, 0.001, 0.003, 0.009, 0.022, 0.005, 0.000, 0.000, 0.000, 0.000, 0.000, 0.000, 0.000, 0.000, 0.000, 0.000, 0.000, 0.000, 0.000, 0.000, 0.000, 0.000, 0.005, 0.004, 0.037, 0.000, 0.000, 0.000, 0.000], "de_lowest_kj_mol": 141.4, "largest_force_ev_per_a": 2.31, "lumo_ev": [2.5, 2.5], "energy_ha": -3905.8488, "e_homo_ev": [-4.79, -4.55], "total_charge": -1, "orbital_gap_ev": [7.33, 7.09], "spin_multiplicity": 5}